Run i
{
  "formula": "C6H14O",
  "method": "ωB97M-V/def2-TZVPD",
  "e_lumo_ev": 0.900,
  "homo_ev": -8.49,
  "total_charge": 0,
  "homo_lumo_gap_ev": 9.39,
  "symbols": ["O", "C", "C", "C", "C", "C", "C", "H", "H", "H", "H", "H", "H", "H", "H", "H", "H", "H", "H", "H", "H"],
  "xyz": [[1.43197, -1.41657, 0.33582], [1.49624, -0.06904, 0.33758], [-1.11021, -0.28711, 0.39661], [2.64303, 0.61253, 0.21597], [0.14768, 0.59780, 0.40819], [-1.45967, -0.81114, -0.99989], [-2.28440, 0.51008, 0.97207], [-3.20061, -0.09068, 0.98576], [-2.28679, -1.53082, -0.94557], [0.08200, 1.34648, -0.39620], [-0.60398, -1.29987, -1.47575], [2.64098, 1.69205, 0.28185], [-1.77810, 0.01107, -1.65413], [-0.92536, -1.14761, 1.05125], [1.57190, -0.12712, -2.04904], [2.33104, -1.76390, 0.25139], [-2.48302, 1.40355, 0.36560], [-2.08068, 0.83986, 1.99768], [0.19236, 1.15231, 1.35061], [2.07583, 0.27608, -1.58399], [3.59979, 0.10205, 0.15420]]
}

***

Run ii
{
  "formula": "C6H14O",
  "method": "ωB97M-V/def2-TZVPD",
  "e_lumo_ev": 0.831,
  "homo_ev": -8.67,
  "total_charge": 0,
  "homo_lumo_gap_ev": 9.50,
  "symbols": ["O", "C", "C", "C", "C", "C", "C", "H", "H", "H", "H", "H", "H", "H", "H", "H", "H", "H", "H", "H", "H"],
  "xyz": [[2.28644, -0.84993, 0.52927], [-0.76870, 0.56465, 0.03189], [-1.25095, -0.12991, -1.24002], [2.44463, -1.60599, -0.68252], [-1.49828, 1.88712, 0.25340], [-0.90755, -0.35704, 1.24328], [2.29212, 0.44680, 0.39141], [-1.34738, 2.56609, -0.59403], [0.28709, 0.80130, -0.11098], [-1.95328, -0.66783, 1.35915], [-0.29878, -1.26411, 1.14004], [-1.08556, 0.50167, -2.12017], [-1.13662, 2.39196, 1.15763], [1.50725, -2.14640, -0.84903], [-2.57641, 1.71679, 0.36805], [-0.71962, -1.07761, -1.39978], [2.64887, -0.91191, -1.50374], [-0.60422, 0.14147, 2.17241], [2.09171, 0.79218, 1.43800], [3.26454, -2.31551, -0.53268], [-2.32414, -0.35344, -1.17521]]
}

***

Run iii
{
  "formula": "C6H14O",
  "method": "ωB97M-V/def2-TZVPD",
  "e_lumo_ev": 1.180,
  "homo_ev": -9.76,
  "total_charge": 0,
  "smiles": "CCCOCCC",
  "homo_lumo_gap_ev": 10.94,
  "symbols": ["O", "C", "C", "C", "C", "C", "C", "H", "H", "H", "H", "H", "H", "H", "H", "H", "H", "H", "H", "H", "H"],
  "xyz": [[-0.03440, -0.46492, -0.14786], [2.33936, -0.71793, -0.10708], [-1.15990, 0.38012, -0.19020], [1.17497, 0.25498, -0.17108], [3.68581, -0.01346, -0.25542], [-2.42652, -0.46475, -0.28696], [-3.65706, 0.26524, 0.25786], [2.20811, -1.45919, -0.90386], [4.51003, -0.73344, -0.25011], [3.86096, 0.69776, 0.56058], [-3.61536, 0.34415, 1.35226], [-3.73605, 1.28412, -0.14452], [1.23483, 0.85744, -1.09524], [-4.58075, -0.26516, -0.00118], [-1.18701, 1.02526, 0.70797], [-1.08968, 1.05366, -1.06388], [3.73831, 0.54379, -1.19838], [-2.26295, -1.38950, 0.27549], [2.29599, -1.26386, 0.84285], [1.21851, 0.96269, 0.67675], [-2.58726, -0.75110, -1.33352]]
}

***

Relative energy of each structure, in eV: run i 1.628; run ii 2.904; run iii 0.000.

***

Run i
{
  "formula": "C6H14O",
  "method": "ωB97M-V/def2-TZVPD",
  "e_lumo_ev": 1.096,
  "homo_ev": -10.23,
  "total_charge": 0,
  "smiles": "CCCCCCO",
  "homo_lumo_gap_ev": 11.33,
  "symbols": ["O", "C", "C", "C", "C", "C", "C", "H", "H", "H", "H", "H", "H", "H", "H", "H", "H", "H", "H", "H", "H"],
  "xyz": [[3.18720, 0.10471, 0.68257], [-1.33395, -0.87432, -0.51582], [-1.68658, 1.41227, 0.59803], [1.49962, -0.34039, -1.02252], [-1.99864, -0.12362, 0.68840], [0.25079, -1.08946, -0.33183], [2.08903, 0.67215, -0.05370], [2.33326, -0.93974, -1.41532], [-1.76740, -0.68336, 1.72190], [0.45519, -2.28677, -0.22379], [-1.04716, 1.67327, 1.55756], [0.45881, -0.81879, 0.73293], [2.42100, 1.52942, -0.59436], [-3.07851, -0.39098, 0.67537], [-1.29695, -0.31412, -1.51735], [-1.29617, 1.78923, -0.32096], [3.11748, -0.79147, 0.54611], [-1.98497, -1.62489, -0.71919], [1.07943, 0.30122, -1.86026], [1.21987, 0.82144, 0.60178], [-2.62134, 1.97417, 0.77045]]
}

***

Run ii
{
  "formula": "C6H14O",
  "method": "ωB97M-V/def2-TZVPD",
  "e_lumo_ev": 1.068,
  "homo_ev": -10.00,
  "total_charge": 0,
  "smiles": "C=CCCC.CO",
  "homo_lumo_gap_ev": 11.06,
  "symbols": ["O", "C", "C", "C", "C", "C", "C", "H", "H", "H", "H", "H", "H", "H", "H", "H", "H", "H", "H", "H", "H"],
  "xyz": [[-1.24846, -0.69345, 2.57358], [2.52893, -0.28404, -1.63318], [-1.86452, 1.23935, 0.16014], [1.66244, 0.31266, -0.52605], [0.28390, 0.73051, -1.04829], [-0.56377, 1.45328, -0.03872], [-1.64069, -1.78409, 1.77383], [-0.06066, 2.23227, 0.53826], [1.54531, -0.40678, 0.29542], [-1.16492, 0.06414, 1.97851], [2.64524, 0.42743, -2.46022], [-1.26289, -1.68756, 0.74715], [2.07629, -1.19536, -2.04127], [-2.44123, 1.82218, 0.87404], [-2.40653, 0.48112, -0.40328], [-2.73422, -1.90660, 1.71365], [0.43146, 1.39425, -1.91400], [-0.25924, -0.14831, -1.42288], [2.16862, 1.18979, -0.09987], [3.52934, -0.53899, -1.26873], [-1.22440, -2.70180, 2.20192]]
}

***

Run iii
{
  "formula": "C6H14O",
  "method": "ωB97M-V/def2-TZVPD",
  "e_lumo_ev": 0.882,
  "homo_ev": -9.53,
  "total_charge": 0,
  "smiles": "CC(C)C[C@@H](C)O",
  "homo_lumo_gap_ev": 10.41,
  "symbols": ["O", "C", "C", "C", "C", "C", "C", "H", "H", "H", "H", "H", "H", "H", "H", "H", "H", "H", "H", "H", "H"],
  "xyz": [[-0.46580, 0.58423, 1.97104], [1.71607, -1.22508, -1.40267], [-0.35487, -0.33650, -0.27780], [-2.54895, -0.25515, 1.00023], [1.69449, 1.07355, -0.39098], [-1.18004, 0.35659, 0.80083], [1.18229, -0.36022, -0.25132], [1.58119, -0.77547, 0.68734], [-3.13102, 0.47654, 1.56291], [-0.80947, -1.23635, -0.71761], [-3.01737, -0.39001, 0.02038], [1.32515, 1.70129, 0.42599], [2.81145, -1.17722, -1.45743], [2.78856, 1.11019, -0.39181], [1.33719, 1.50360, -1.33655], [-2.55115, -1.21603, 1.53002], [-0.70595, 0.55727, -0.80739], [-0.98799, 1.28355, 2.37954], [1.32027, -0.87311, -2.36391], [1.43527, -2.27947, -1.28922], [-1.43932, 1.47781, 0.30841]]
}

***

Relative energy of each structure, in eV: run i 1.629; run ii 0.000; run iii 0.395.

***

Run i
{
  "formula": "C6H14O",
  "method": "ωB97M-V/def2-TZVPD",
  "e_lumo_ev": 1.073,
  "homo_ev": -9.97,
  "total_charge": 0,
  "smiles": "CCCCCCO",
  "homo_lumo_gap_ev": 11.04,
  "symbols": ["O", "C", "C", "C", "C", "C", "C", "H", "H", "H", "H", "H", "H", "H", "H", "H", "H", "H", "H", "H", "H"],
  "xyz": [[-2.10340, -1.15230, 1.63835], [-1.46979, -0.44716, -0.66983], [-0.77661, 0.88965, -0.17029], [1.87091, 0.57581, 0.14336], [3.18278, 0.70411, -0.62678], [0.69016, 0.94893, -0.73036], [-1.56467, -1.51706, 0.38821], [-0.53031, -1.90754, 0.50447], [1.86937, 1.24990, 1.00935], [-2.10940, -0.20426, 1.79892], [-0.58205, 0.68575, 0.88210], [-0.90265, -0.78599, -1.53487], [-2.45484, -0.19360, -1.08002], [3.36117, -0.06623, -1.37182], [-1.40949, 1.74497, -0.34579], [0.80936, 0.30521, -1.61302], [-2.11641, -2.41110, 0.10548], [4.02913, 0.69599, 0.06439], [3.29588, 1.72314, -1.01401], [1.80978, -0.48751, 0.42078], [0.81783, 1.99564, -1.00906]]
}

***

Run ii
{
  "formula": "C6H14O",
  "method": "ωB97M-V/def2-TZVPD",
  "e_lumo_ev": 0.986,
  "homo_ev": -10.21,
  "total_charge": 0,
  "smiles": "CC(C)CCCO",
  "homo_lumo_gap_ev": 11.19,
  "symbols": ["O", "C", "C", "C", "C", "C", "C", "H", "H", "H", "H", "H", "H", "H", "H", "H", "H", "H", "H", "H", "H"],
  "xyz": [[0.98384, -3.14048, 0.52241], [1.03866, 2.04236, -0.62746], [0.01707, 0.89279, -0.58525], [-0.16023, -2.45904, 0.06515], [-1.39262, 1.52691, -0.39534], [0.41859, -0.02281, 0.57549], [-0.51742, -1.21183, 0.88479], [0.72807, 0.54684, 1.45265], [-0.06090, -2.16099, -0.94641], [1.75377, -2.57240, 0.37256], [1.38506, -0.45505, 0.30839], [0.81460, 2.78263, 0.12781], [-1.53256, -0.91249, 0.62041], [-1.56184, 2.11751, -1.29586], [-1.30705, 2.18605, 0.46611], [0.01751, 0.32896, -1.52111], [-2.18435, 0.80838, -0.20437], [2.03005, 1.65226, -0.39733], [0.97752, 2.62637, -1.54893], [-0.43204, -1.44993, 1.94731], [-1.01575, -3.12604, 0.17899]]
}

***

Relative energy of each structure, in eV: run i 0.496; run ii 0.000.

***

Run i
{
  "formula": "C6H14O",
  "method": "ωB97M-V/def2-TZVPD",
  "e_lumo_ev": 0.963,
  "homo_ev": -9.87,
  "total_charge": 0,
  "smiles": "CCCCCCO",
  "homo_lumo_gap_ev": 10.84,
  "symbols": ["O", "C", "C", "C", "C", "C", "C", "H", "H", "H", "H", "H", "H", "H", "H", "H", "H", "H", "H", "H", "H"],
  "xyz": [[3.16082, 1.04091, 0.13682], [1.83077, 1.07506, -0.33641], [-2.01769, -0.42878, 0.56932], [0.56257, -1.04855, 0.47919], [1.36789, -0.38728, -0.57354], [-0.95092, -1.36562, -0.04689], [-1.97411, 1.23430, 0.30139], [0.96839, -2.02926, 0.75825], [-1.04915, 1.45456, -0.22685], [-2.92539, 1.65333, -0.38198], [1.90756, 1.58522, -1.36845], [3.59518, 0.28492, -0.40013], [2.30207, -0.84268, -0.90862], [0.35037, -0.49143, 1.49241], [-0.84136, -1.17573, -1.21217], [-3.02515, -0.74125, 0.17250], [-1.02739, -2.45583, -0.19236], [-2.13743, -0.54805, 1.78490], [-1.93499, 1.85733, 1.24437], [1.08296, 1.63952, 0.21470], [0.75499, -0.31068, -1.50647]]
}

***

Run ii
{
  "formula": "C6H14O",
  "method": "ωB97M-V/def2-TZVPD",
  "e_lumo_ev": 0.847,
  "homo_ev": -7.51,
  "total_charge": 0,
  "homo_lumo_gap_ev": 8.36,
  "symbols": ["O", "C", "C", "C", "C", "C", "C", "H", "H", "H", "H", "H", "H", "H", "H", "H", "H", "H", "H", "H", "H"],
  "xyz": [[-0.83563, -1.03396, -1.76301], [-1.96850, 0.59187, -0.39649], [0.87830, -0.11281, 1.16761], [-1.04252, 0.26413, -1.42633], [0.96592, 1.20495, -0.80575], [1.64999, -1.26855, 0.58885], [-0.37646, -0.28002, 1.72941], [-1.36986, 0.32525, 0.63883], [1.00400, -1.93182, 0.00916], [2.45707, -0.93697, -0.06447], [1.83962, 1.44370, -0.20976], [2.09667, -1.86061, 1.39472], [-0.68947, 0.36195, 2.54442], [0.48306, 2.16572, -0.97826], [-0.83278, 0.91868, -2.25506], [-1.11963, -1.60774, -1.04073], [-0.84558, -1.26004, 1.70742], [1.30730, 0.75511, -1.73412], [1.47936, 0.68570, 1.58052], [-2.24495, 1.64155, -0.36952], [-2.83592, -0.06607, -0.31746]]
}

***

Run iii
{
  "formula": "C6H14O",
  "method": "ωB97M-V/def2-TZVPD",
  "e_lumo_ev": 0.917,
  "homo_ev": -9.47,
  "total_charge": 0,
  "smiles": "C=CCCCC.O",
  "homo_lumo_gap_ev": 10.38,
  "symbols": ["O", "C", "C", "C", "C", "C", "C", "H", "H", "H", "H", "H", "H", "H", "H", "H", "H", "H", "H", "H", "H"],
  "xyz": [[1.89697, -2.12064, -2.29279], [1.02480, -0.00259, 0.60255], [-2.97900, 0.06049, 1.03388], [-0.38437, -0.71925, 0.40974], [2.41865, 1.64385, -0.40002], [-1.67238, 0.16049, 0.12291], [1.41669, 0.87943, -0.42161], [0.84021, 0.75046, 1.42131], [-1.34493, 1.17658, 0.46712], [-1.85685, 0.26930, -0.96694], [-0.50516, -1.42317, 1.33084], [-2.87854, 0.54401, 1.90135], [1.04705, -1.63830, -2.02935], [3.14398, 1.96372, 0.31188], [-3.38610, -0.93877, 1.37153], [2.52857, 2.41447, -1.16165], [0.62985, 1.15412, -1.23079], [-3.86621, 0.55261, 0.59689], [-0.21443, -1.30135, -0.42264], [2.20479, -2.79763, -1.61589], [1.93643, -0.62781, 0.97167]]
}

***

Relative energy of each structure, in eV: run i 0.000; run ii 2.556; run iii 0.281.

***

Run i
{
  "formula": "C6H14O",
  "method": "ωB97M-V/def2-TZVPD",
  "e_lumo_ev": 0.876,
  "homo_ev": -9.85,
  "total_charge": 0,
  "homo_lumo_gap_ev": 10.73,
  "symbols": ["O", "C", "C", "C", "C", "C", "C", "H", "H", "H", "H", "H", "H", "H", "H", "H", "H", "H", "H", "H", "H"],
  "xyz": [[0.53515, 0.54705, 2.05909], [1.36706, -0.50393, -2.00865], [-0.10746, -0.63487, 0.01270], [-1.31205, -1.03050, 2.23896], [0.10626, 1.54345, -1.29740], [-0.47900, -0.11642, 1.38109], [0.80990, 0.27297, -0.81476], [0.78738, 2.15172, -1.90357], [-0.76349, 1.29614, -1.92052], [-0.37107, 1.17834, 1.69485], [-0.24021, 2.17431, -0.47085], [0.55778, -0.84005, -2.67024], [-1.04584, -0.84573, -0.51655], [1.63899, 0.56220, -0.15744], [2.04291, 0.12114, -2.60292], [-1.32704, 0.88140, 1.12440], [-2.20453, -1.33806, 1.68719], [0.39856, -1.59539, 0.17948], [-1.59565, -0.52019, 3.16374], [1.92540, -1.38993, -1.68439], [-0.72305, -1.91367, 2.50578]]
}

***

Run ii
{
  "formula": "C6H14O",
  "method": "ωB97M-V/def2-TZVPD",
  "e_lumo_ev": -2.335,
  "homo_ev": -7.29,
  "total_charge": 0,
  "homo_lumo_gap_ev": 4.95,
  "symbols": ["O", "C", "C", "C", "C", "C", "C", "H", "H", "H", "H", "H", "H", "H", "H", "H", "H", "H", "H", "H", "H"],
  "xyz": [[1.20409, 1.03640, 1.77883], [-1.19946, 1.14646, -0.35525], [-1.04111, -0.55322, 0.41482], [-2.31337, 0.18902, 0.02701], [-0.16496, -1.33975, -0.61618], [1.81352, 0.34850, -1.03687], [1.34206, -1.01324, -0.48573], [-0.48982, -1.13379, -1.58223], [-0.56499, 1.74340, 0.30616], [1.78977, 1.10428, -0.22370], [-2.90705, -0.24953, -0.73561], [-1.45519, -1.37352, 1.03840], [1.46963, -1.02248, 0.59508], [1.88511, -1.87967, -0.91242], [-0.33146, -0.19737, 1.16327], [1.24095, 0.93066, 2.76683], [-3.01967, 0.62318, 0.75205], [-1.49113, 1.69826, -1.28273], [-0.22003, -2.41601, -0.48401], [2.74545, 0.44657, -1.55880], [1.09556, 0.76814, -1.75975]]
}

***

Relative energy of each structure, in eV: run i 0.000; run ii 4.890.